# C33H48AgN2P2

A structure of composition C33H48AgN2P2 (ωB97M-V/def2-TZVPD, OMol25).

XYZ file:
```
86
Properties=species:S:1:pos:R:3:forces:R:3:mulliken_charge:R:1
H -0.858 3.342 4.701 0.000 0.002 0.002 0.4602
H -1.566 1.647 -3.509 0.005 0.004 -0.002 0.3459
H -2.327 0.328 6.061 -0.001 0.001 0.000 0.2835
C 2.444 -3.256 -1.150 -0.009 -0.002 0.015 -0.1151
C 1.569 -2.200 -1.401 0.008 -0.008 -0.012 1.5355
C -1.564 1.069 5.813 -0.004 -0.006 -0.002 -0.9439
H -2.623 -1.110 -0.716 0.007 -0.006 -0.001 0.2109
P -0.324 2.672 -0.898 0.095 0.019 0.017 0.9792
C 1.745 3.127 -4.414 0.001 0.002 -0.001 -0.9483
H 1.437 4.249 0.851 -0.003 0.000 -0.002 0.1919
H -0.361 -1.415 0.292 -0.004 -0.007 0.012 -2.4006
C 0.585 -0.229 2.449 -0.022 -0.011 -0.004 -1.3572
H -1.565 0.443 -2.233 -0.002 0.000 0.000 0.2121
C 1.741 -1.026 2.491 0.002 0.002 -0.012 0.2094
H 2.081 -4.276 -1.180 -0.002 -0.009 -0.017 0.1956
H -2.721 1.134 0.039 0.001 -0.007 0.004 -0.0097
H -1.129 4.373 1.381 -0.002 -0.005 0.003 0.0770
N -1.686 1.451 4.422 0.004 0.001 0.003 0.1169
C 4.267 -1.742 -0.812 -0.006 -0.003 0.006 -0.8862
C -2.073 1.342 -2.594 0.003 -0.006 0.013 -1.6333
C 0.363 -4.410 -3.611 0.011 0.006 0.013 -1.6312
H -3.019 -2.783 -0.328 -0.012 -0.054 -0.029 0.3114
C 1.239 4.780 -0.085 -0.001 0.005 0.005 -1.5219
H -2.362 3.396 -1.996 0.001 0.003 -0.006 0.6168
C 2.300 0.958 -3.496 -0.011 -0.004 -0.004 -0.5011
H 1.090 -3.067 5.120 0.001 0.001 0.001 0.3390
C -0.180 4.485 -0.567 -0.011 -0.003 -0.031 0.6620
H 1.857 3.875 -5.189 -0.001 0.001 0.000 0.4130
N 1.183 0.194 -1.457 0.011 -0.008 -0.016 0.7400
H 0.174 -4.803 -1.501 -0.011 -0.011 -0.002 0.2921
H -3.106 1.077 -2.837 0.000 0.004 -0.002 0.4974
H 3.101 1.716 -5.309 0.000 -0.001 0.000 0.3548
H -1.725 1.949 6.441 0.002 0.000 0.000 0.3548
H 1.984 4.462 -0.816 0.002 0.000 0.000 0.2918
H -0.359 5.022 -1.504 -0.004 0.001 0.001 0.3435
H 2.512 -0.884 1.738 0.000 -0.002 -0.002 0.2561
H -1.036 6.003 0.709 0.001 0.002 0.000 0.4781
C -0.700 2.458 4.077 -0.002 0.002 0.002 -0.5254
H 3.782 0.340 -0.991 0.002 0.000 0.000 0.4945
C 3.417 -0.680 -1.045 0.002 -0.003 -0.004 0.4096
P -0.211 -2.379 -1.824 -0.030 -0.005 -0.040 -0.3039
H -1.854 -5.631 -2.765 -0.001 0.002 0.001 0.4565
C 1.428 1.139 -2.379 0.021 0.012 0.030 -0.3707
H 1.410 -4.105 -3.599 0.017 0.004 0.013 0.3554
H -1.890 0.693 2.503 -0.001 -0.002 0.007 -0.2547
H -0.813 2.736 3.029 0.005 0.002 -0.004 -0.1951
H -2.666 -1.646 0.971 0.004 0.001 -0.012 0.2739
H 0.363 4.277 -3.277 0.003 0.002 -0.002 0.2578
H -2.500 -0.346 3.799 0.001 0.000 0.003 0.5861
H -4.029 2.022 -0.755 -0.001 0.000 -0.001 0.4996
H 2.846 -2.620 3.416 0.001 0.002 0.002 0.3987
C -0.565 -3.459 0.821 0.003 0.012 0.019 -1.4077
H -2.348 -3.949 -2.995 0.003 0.000 -0.004 0.3294
C -0.318 -4.188 -2.260 -0.003 -0.003 0.015 1.0097
C 0.751 2.399 -2.320 -0.034 0.003 -0.005 -0.1985
H 0.316 -5.465 -3.900 0.002 0.001 0.003 0.4623
H -0.977 -1.719 5.104 -0.001 0.000 0.002 0.2869
C 0.962 -2.276 4.389 0.002 0.004 0.005 -0.7167
H -0.581 0.644 6.067 0.003 0.001 -0.001 0.3316
C -0.195 -1.512 4.378 -0.002 -0.008 -0.005 -0.2676
C -2.387 -1.939 -0.046 0.019 0.021 0.002 -1.2754
C -3.001 2.099 -0.390 -0.010 0.005 0.007 -1.4001
Ag 0.306 1.084 0.790 -0.057 -0.008 -0.016 -0.4475
C -0.900 -2.287 -0.092 0.015 0.034 0.006 3.4898
C -1.671 0.305 3.502 0.005 0.006 -0.009 -1.6666
H -2.262 -4.632 -1.371 -0.028 0.021 0.032 0.2545
C 3.783 -3.045 -0.858 0.004 -0.004 0.000 -0.9048
H 2.835 0.021 -3.585 0.002 0.000 -0.002 0.3906
H 4.437 -3.886 -0.661 0.001 0.001 -0.002 0.4250
C 1.940 -2.024 3.438 -0.004 -0.016 -0.005 -0.6982
H 0.337 2.113 4.211 0.001 0.000 0.000 0.2849
C -0.383 -0.497 3.436 -0.003 -0.021 -0.007 2.5132
H -0.141 -3.826 -4.386 0.002 0.001 0.001 0.3401
H -2.979 2.830 0.419 -0.002 -0.018 -0.007 0.3016
C -1.208 4.953 0.459 -0.006 0.005 0.005 -1.3122
H 5.310 -1.557 -0.579 -0.001 0.001 0.001 0.3066
H -2.230 4.863 0.087 0.011 0.007 0.002 0.3101
H -1.122 -4.360 0.543 0.016 0.013 0.014 0.2620
H 1.366 5.850 0.097 0.002 0.001 0.001 0.4735
C 0.908 3.341 -3.333 -0.001 -0.001 0.001 -0.2619
H -0.817 -3.210 1.856 -0.002 0.011 0.013 0.3290
C -1.780 -4.622 -2.347 0.000 0.021 -0.017 -1.6034
C 2.055 -0.877 -1.333 -0.024 0.025 -0.014 -2.2026
H 0.501 -3.689 0.799 0.025 -0.003 0.002 0.3116
C -2.052 2.449 -1.538 -0.013 -0.028 0.021 0.8310
C 2.440 1.916 -4.471 0.008 -0.002 -0.005 -0.7831
```
Positions in Å, forces in eV/Å.

Charge = -1
Calculated total energy = -2225.5012 hartree
Energy above the lowest of the compared OMol25 structures with the same formula, charge and spin = 0.005 eV
HOMO = -3.76 eV